## i
Density functional theory data (ωB97M-V/def2-TZVPD) for a 2-piece molecular cluster, C5H8NO overall.

- lowest unoccupied orbital energy (eV) = -5.53
- highest occupied orbital energy (eV) = -14.0
- charge = +1

Each line ends with the Löwdin charge.
Geometry (Å):
C (0.6712, -1.4298, 0.8894)  0.095
C (-0.7728, 1.7209, 0.4999)  0.078
C (-2.2660, -0.6876, -0.3381)  0.122
C (0.6391, -0.2229, 0.3177)  -0.352
C (1.6198, 0.1333, -0.7590)  -0.049
N (-0.5988, 0.5375, 0.1692)  -0.025
O (-3.1442, -0.0223, -0.1134)  0.252
H (-0.0297, -1.8748, 1.4981)  0.048
H (1.5619, -2.0106, 0.8734)  0.082
H (0.2031, 2.2150, 0.7179)  0.130
H (-1.7006, 2.3337, 0.5442)  0.127
H (-1.6971, -1.4517, -0.9789)  0.200
H (1.6026, -0.5789, -1.5863)  0.085
H (2.6379, 0.2233, -0.4153)  0.084
H (1.2738, 1.1148, -1.3189)  0.122

## ii
Density functional theory data (ωB97M-V/def2-TZVPD) for an isolated ion of composition C5H8NO and charge +1.

- lowest unoccupied orbital energy (eV) = -5.37
- structure (SMILES) = C=CO[C@@H]1C[N+]1=C
- highest occupied orbital energy (eV) = -13.3
- charge = +1

Each line ends with the Löwdin charge.
Geometry (Å):
C (2.9639, 0.6039, -0.0819)  0.082
C (1.8591, -0.1357, 0.1368)  -0.110
O (0.6254, 0.5175, 0.5884)  -0.033
C (-0.4112, -0.2270, 1.0213)  -0.239
C (-1.0555, -1.1738, 0.0204)  0.064
N (-1.5784, 0.1382, 0.2821)  -0.001
C (-2.3097, 1.1020, -0.1190)  0.244
H (2.9660, 1.6559, 0.1380)  0.079
H (3.6264, 0.0372, -0.6686)  0.058
H (1.8575, -1.1834, -0.0341)  0.105
H (-0.3427, -0.4045, 2.0504)  0.168
H (-1.7058, -1.9508, 0.1156)  0.099
H (-0.5361, -1.3714, -1.0084)  0.188
H (-2.1876, 2.1543, 0.3490)  0.171
H (-3.1275, 0.8972, -0.7916)  0.124

## iii
Density functional theory data (ωB97M-V/def2-TZVPD) for a 2-piece molecular cluster, C5H8NO overall.

- lowest unoccupied orbital energy (eV) = -5.78
- highest occupied orbital energy (eV) = -14.4
- charge = +1

Each line ends with the Löwdin charge.
Geometry (Å):
C (0.1701, -2.0942, 0.1803)  -0.005
C (-0.8886, -1.1198, 0.2839)  -0.107
C (-0.8001, 1.2696, -0.5018)  0.006
C (-0.0266, 0.1518, -0.1329)  -0.394
C (1.3299, 0.4703, 0.3995)  0.015
N (-0.1488, -1.0726, -0.9268)  0.113
O (-0.7609, 2.4358, -0.0101)  0.193
H (1.0799, -2.0215, 0.8048)  0.129
H (-0.0337, -3.0787, -0.0896)  0.106
H (-2.0272, -1.0706, 0.6240)  0.200
H (-1.7958, 1.3010, -1.6775)  0.304
H (1.8503, 1.3946, -0.0759)  0.153
H (1.9405, -0.3011, 0.1593)  0.054
H (1.3226, 0.5687, 1.4044)  0.068
H (-1.2114, 3.1666, -0.4416)  0.167

## iv
Density functional theory data (ωB97M-V/def2-TZVPD) for an isolated ion of composition C5H8NO and charge +1.

- lowest unoccupied orbital energy (eV) = -5.32
- structure (SMILES) = CCCc1c[n+]1=O
- highest occupied orbital energy (eV) = -16.1
- charge = +1

Each line ends with the Löwdin charge.
Geometry (Å):
C (0.4942, -0.5012, -2.2465)  -0.048
C (-0.1999, 0.2520, -1.1504)  -0.226
C (0.4407, -0.0752, 0.2058)  -0.108
C (-0.2648, 0.1706, 1.4100)  0.028
C (-1.2693, 0.5786, 2.2458)  0.309
N (-0.1477, 0.0612, 2.7594)  -0.118
O (0.5074, -0.1119, 3.7099)  0.230
H (0.6120, -1.4282, -1.7440)  0.074
H (1.3184, -0.0891, -2.5935)  0.038
H (-0.1470, -0.5714, -3.1262)  0.106
H (-0.2821, 1.3328, -1.2093)  0.126
H (-1.1873, -0.0216, -1.0947)  0.088
H (0.7722, -1.1305, 0.1428)  0.156
H (1.4866, 0.3943, 0.2825)  0.196
H (-2.1333, 1.1396, 2.4085)  0.149

Bottom line: i, by a margin of 0.350 eV.

## i
Density functional theory data (ωB97M-V/def2-TZVPD) for C3H3IN2O2 as an isolated structure.

- lowest unoccupied orbital energy (alpha / beta) (eV) = -0.78 / -0.78
- highest occupied orbital energy (alpha / beta) (eV) = -7.6 / -7.6

Each line ends with the Löwdin charge.
Geometry (Å):
C (-2.6099, -1.3189, 0.2770)  -0.099
C (-0.1744, -1.0753, -0.2048)  -0.497
C (1.4606, 0.7697, -0.0780)  0.008
N (-0.7531, 1.0903, 0.6262)  -0.528
N (0.0938, 0.1969, 0.0953)  -0.309
O (0.5785, -1.9036, -0.7144)  0.088
O (-1.4391, -1.5593, 0.3136)  -0.036
I (-2.5320, 1.0930, -0.2493)  1.107
H (1.4343, 1.7951, -0.0692)  0.040
H (2.0128, 0.5178, 0.9649)  0.150
H (1.9286, 0.3942, -0.9612)  0.077

## ii
Density functional theory data (ωB97M-V/def2-TZVPD) for one molecule with the formula C3H3IN2O2.

- lowest unoccupied orbital energy (eV) = -0.69
- highest occupied orbital energy (eV) = -7.5

Each line ends with the Löwdin charge.
Geometry (Å):
C (1.5404, -0.1139, 2.5649)  -0.128
C (0.1779, 0.8311, 0.5784)  -0.476
C (-0.8930, 0.0752, -1.3608)  -0.014
N (-0.0089, -1.5858, 0.0333)  -0.473
N (-0.1884, -0.2395, -0.1171)  -0.312
O (0.0204, 1.9930, 0.3098)  0.109
O (0.8145, 0.6171, 1.9414)  -0.059
I (1.7312, -2.0120, 1.0282)  1.071
H (-1.4181, -0.8266, -1.6681)  0.087
H (-1.5980, 0.8869, -1.1811)  0.095
H (-0.1779, 0.3746, -2.1290)  0.100

Bottom line: ii, by a margin of 0.389 eV.

## i
Density functional theory data (ωB97M-V/def2-TZVPD) for one molecule with the formula C6H6OS.

- lowest unoccupied orbital energy (eV) = 0.90
- structure (SMILES) = c1occ2c1CCS2
- highest occupied orbital energy (eV) = -7.8

Each line ends with the Löwdin charge.
Geometry (Å):
C (-1.0909, 1.5268, 0.1956)  -0.058
O (-0.6717, 2.3285, -0.8385)  -0.043
C (0.2521, 1.5712, -1.5867)  -0.065
C (0.4432, 0.3952, -0.9041)  -0.610
C (-0.4819, 0.2800, 0.1582)  -0.250
C (-0.3441, -0.9127, 1.0755)  -0.112
C (0.8596, -1.7893, 0.3376)  -0.407
S (1.3290, -0.9735, -1.2108)  0.952
H (-1.9236, 2.0433, 0.7259)  0.139
H (0.6789, 2.2054, -2.3018)  0.104
H (-0.1701, -0.4693, 2.0281)  0.094
H (-1.3124, -1.4665, 1.0772)  0.116
H (1.8608, -1.8996, 0.9102)  0.083
H (0.5713, -2.8395, 0.3334)  0.056

## ii
Density functional theory data (ωB97M-V/def2-TZVPD) for one molecule with the formula C6H6OS.

- lowest unoccupied orbital energy (eV) = 0.72
- structure (SMILES) = C#C[C@@H]1OC=C[C@@H]1S
- highest occupied orbital energy (eV) = -8.9

Each line ends with the Löwdin charge.
Geometry (Å):
C (-1.9846, -1.8581, 1.1618)  0.118
C (-1.2214, -1.0256, 0.7401)  -0.092
C (-0.4609, 0.2034, 0.4107)  -0.340
O (-1.0981, 1.0650, -0.5821)  -0.012
C (-0.1084, 1.8082, -1.0194)  -0.181
C (1.0824, 1.3378, -0.6628)  -0.128
C (0.9683, -0.0230, -0.0290)  -0.628
S (1.4892, -1.4838, -1.0257)  0.708
H (-2.4987, -2.8424, 1.3449)  0.066
H (-0.4170, 0.7841, 1.3859)  0.180
H (-0.3808, 2.6569, -1.6802)  0.147
H (2.0178, 1.9789, -0.8610)  0.134
H (1.6633, -0.2276, 0.9055)  0.134
H (0.9490, -2.3739, -0.0887)  -0.105

## iii
Density functional theory data (ωB97M-V/def2-TZVPD) for a 2-piece molecular cluster, C6H6OS overall.

- lowest unoccupied orbital energy (eV) = -1.24
- highest occupied orbital energy (eV) = -9.1

Each line ends with the Löwdin charge.
Geometry (Å):
C (1.0174, -0.2327, 0.2512)  -0.803
C (0.5354, 1.3772, 0.4739)  -0.071
C (-0.7289, 1.1341, -0.3240)  -0.393
C (-0.4039, -0.2989, -0.5316)  -0.310
C (-1.3238, -1.4285, -0.2902)  -0.087
C (-2.4418, -1.9790, 0.1694)  0.115
H (3.2140, 1.0570, -0.8256)  0.107
H (1.0200, -0.9278, 1.2207)  0.108
H (1.3335, 2.1408, -0.0017)  0.120
H (0.2728, 1.6484, 1.7133)  0.197
H (-0.0340, -0.6659, -1.6167)  0.186
H (-3.1950, -2.8413, 0.4251)  0.065
O (-1.7922, 1.7500, -0.4102)  0.098
S (2.5266, -0.7333, -0.2537)  0.668

Bottom line: i, by a margin of 1.974 eV.

## i
Density functional theory data (ωB97M-V/def2-TZVPD) for one molecule with the formula C22H30N4O4.

- lowest unoccupied orbital energy (eV) = 0.69
- structure (SMILES) = COc1cc(C(=O)N[C@H](C)CCn2cccn2)ccc1OC1CCN(C(C)=O)CC1
- highest occupied orbital energy (eV) = -8.2

Each line ends with the Löwdin charge.
Geometry (Å):
C (-1.8527, -3.3336, -2.3681)  -0.079
O (-1.9997, -1.9942, -1.9628)  -0.068
C (-1.1838, -1.5339, -0.9736)  -0.183
C (-0.2131, -2.2756, -0.3329)  0.052
C (0.5763, -1.7156, 0.6740)  -0.127
C (1.6028, -2.6036, 1.2883)  -0.439
O (2.0433, -3.5797, 0.7041)  0.058
N (1.9996, -2.2716, 2.5375)  0.104
C (2.9537, -3.0707, 3.2753)  -0.356
C (2.4393, -3.3072, 4.6910)  -0.049
C (4.3610, -2.4452, 3.2384)  -0.119
C (4.5589, -1.2157, 4.1320)  -0.134
N (3.7485, -0.0935, 3.7461)  -0.165
C (4.0384, 0.8511, 2.8325)  -0.065
C (2.9769, 1.7268, 2.8059)  -0.072
C (2.0803, 1.2137, 3.7511)  -0.177
N (2.5606, 0.1150, 4.3066)  0.064
C (0.3950, -0.3860, 1.0140)  -0.021
C (-0.5715, 0.3741, 0.3715)  0.000
C (-1.3760, -0.1795, -0.6106)  -0.177
O (-2.3749, 0.4510, -1.2797)  -0.008
C (-2.5451, 1.8528, -1.1671)  -0.319
C (-1.4564, 2.6136, -1.9369)  -0.090
C (-1.5543, 2.2957, -3.4293)  -0.122
N (-2.8770, 2.6126, -3.9259)  -0.062
C (-3.0464, 3.6776, -4.7453)  -0.504
C (-4.4679, 3.9989, -5.1624)  0.001
O (-2.1014, 4.3292, -5.1494)  0.043
C (-3.9105, 1.8495, -3.2693)  -0.140
C (-3.9187, 2.1640, -1.7701)  -0.091
H (-0.8510, -3.5263, -2.7648)  0.099
H (-2.5891, -3.4844, -3.1561)  0.093
H (-2.0545, -4.0267, -1.5453)  0.099
H (-0.0249, -3.3056, -0.5896)  0.115
H (1.5907, -1.4879, 3.0225)  0.107
H (3.0155, -4.0232, 2.7343)  0.140
H (1.5267, -3.8969, 4.6567)  0.082
H (2.2163, -2.3594, 5.1758)  0.060
H (3.1777, -3.8478, 5.2772)  0.082
H (5.0814, -3.2015, 3.5538)  0.117
H (4.5831, -2.1811, 2.2024)  0.120
H (4.3097, -1.4575, 5.1665)  0.120
H (5.6084, -0.9106, 4.0857)  0.126
H (4.9573, 0.8417, 2.2820)  0.122
H (2.8622, 2.6017, 2.2002)  0.091
H (1.1227, 1.5950, 4.0476)  0.103
H (1.0135, 0.0935, 1.7564)  0.077
H (-0.6859, 1.4085, 0.6548)  0.109
H (-2.5414, 2.1505, -0.1077)  0.145
H (-1.5925, 3.6845, -1.7783)  0.130
H (-0.4685, 2.3291, -1.5727)  0.113
H (-1.3644, 1.2294, -3.5894)  0.135
H (-0.8337, 2.8860, -3.9968)  0.123
H (-4.4311, 4.8444, -5.8439)  0.083
H (-4.9211, 3.1529, -5.6738)  0.083
H (-5.0747, 4.2672, -4.3006)  0.080
H (-3.6871, 0.7846, -3.3952)  0.133
H (-4.8855, 2.0572, -3.7042)  0.111
H (-4.1464, 3.2188, -1.6084)  0.125
H (-4.6759, 1.5569, -1.2741)  0.123

## ii
Density functional theory data (ωB97M-V/def2-TZVPD) for one molecule with the formula C22H30N4O4.

- lowest unoccupied orbital energy (eV) = 0.05
- structure (SMILES) = Cc1ccc(OCCNc2cc(N3CCN(CCO)CC3)ccc2[N+](=O)[O-])cc1C
- highest occupied orbital energy (eV) = -7.8

Each line ends with the Löwdin charge.
Geometry (Å):
C (-0.9555, -0.2817, -4.9570)  -0.041
C (0.2103, -0.1986, -4.0222)  -0.248
C (0.3858, -1.1422, -3.0205)  -0.036
C (1.4175, -1.0427, -2.1095)  -0.014
C (2.3004, 0.0299, -2.1759)  -0.272
O (3.2779, 0.0653, -1.2036)  -0.043
C (3.8239, 1.3038, -0.8199)  -0.169
C (2.9130, 2.0692, 0.1671)  -0.138
N (1.6360, 2.4120, -0.3953)  0.062
C (0.5369, 1.6214, -0.4435)  -0.178
C (0.3697, 0.5311, 0.4142)  0.029
C (-0.7614, -0.2795, 0.4113)  -0.216
N (-0.8570, -1.4011, 1.1885)  -0.083
C (-2.1057, -1.8176, 1.7890)  -0.127
C (-2.1850, -1.3023, 3.2298)  -0.155
N (-1.0637, -1.8120, 4.0001)  -0.177
C (-1.1580, -1.4975, 5.4115)  -0.188
C (-2.2917, -2.2677, 6.0996)  -0.250
O (-3.5674, -1.6981, 5.9280)  -0.081
C (0.1867, -1.3725, 3.4085)  -0.171
C (0.2492, -1.8986, 1.9724)  -0.139
C (-1.8005, 0.0420, -0.4955)  -0.018
C (-1.6644, 1.0940, -1.3471)  0.006
C (-0.5191, 1.9070, -1.3550)  -0.114
N (-0.4550, 2.9061, -2.3255)  -0.334
O (-1.3352, 2.9594, -3.1762)  0.040
O (0.4863, 3.7098, -2.3240)  0.034
C (2.1620, 0.9516, -3.2044)  0.013
C (1.1311, 0.8466, -4.1281)  -0.236
C (0.9981, 1.8691, -5.2128)  -0.039
H (-1.5819, -1.1365, -4.7152)  0.076
H (-0.6219, -0.3747, -5.9901)  0.081
H (-1.5550, 0.6253, -4.8826)  0.078
H (-0.3087, -1.9659, -2.9397)  0.114
H (1.5445, -1.7770, -1.3299)  0.117
H (4.0468, 1.9382, -1.6834)  0.113
H (4.7642, 1.0626, -0.3158)  0.128
H (3.4197, 2.9976, 0.4453)  0.126
H (2.7827, 1.4680, 1.0680)  0.112
H (1.6397, 3.1398, -1.1103)  0.107
H (1.1653, 0.3182, 1.1055)  0.092
H (-2.9564, -1.4393, 1.2280)  0.110
H (-2.1401, -2.9111, 1.7962)  0.131
H (-3.1107, -1.6471, 3.6896)  0.114
H (-2.1888, -0.1953, 3.2121)  0.137
H (-0.2157, -1.7969, 5.8771)  0.120
H (-1.2944, -0.4122, 5.5862)  0.129
H (-2.3548, -3.2698, 5.6720)  0.125
H (-2.0613, -2.3543, 7.1706)  0.114
H (-3.5667, -0.8091, 6.3009)  0.091
H (1.0153, -1.7848, 3.9891)  0.123
H (0.2735, -0.2700, 3.4048)  0.128
H (1.1976, -1.6525, 1.4978)  0.116
H (0.1560, -2.9892, 2.0073)  0.130
H (-2.6846, -0.5698, -0.5542)  0.103
H (-2.4417, 1.3269, -2.0584)  0.122
H (2.8451, 1.7823, -3.3024)  0.112
H (1.0055, 1.3939, -6.1929)  0.084
H (0.0535, 2.4035, -5.1122)  0.070
H (1.8077, 2.5929, -5.1673)  0.081

## iii
Density functional theory data (ωB97M-V/def2-TZVPD) for one molecule with the formula C22H30N4O4.

- lowest unoccupied orbital energy (eV) = 0.23
- structure (SMILES) = CCCCOCCCn1c(N)c(C(=O)O[C@@H](C)COC)c2nc3ccccc3nc21
- highest occupied orbital energy (eV) = -7.8

Each line ends with the Löwdin charge.
Geometry (Å):
C (2.7812, -4.4887, 2.8597)  -0.103
C (2.4038, -5.9646, 2.8841)  -0.255
C (0.8930, -6.1998, 2.9172)  -0.190
C (0.1737, -5.8429, 1.6112)  -0.218
O (0.0878, -4.4687, 1.3046)  -0.178
C (-0.7704, -3.7222, 2.1429)  -0.225
C (-1.0473, -2.3809, 1.4721)  -0.130
C (0.2491, -1.5797, 1.3109)  -0.122
N (0.0861, -0.4716, 0.4075)  0.029
C (-0.0073, -0.5445, -0.9542)  -0.227
N (0.0577, -1.6862, -1.6457)  0.219
C (-0.2046, 0.7282, -1.5042)  -0.012
C (-0.3092, 0.9504, -2.9252)  -0.431
O (-0.2321, 0.0494, -3.7505)  0.067
O (-0.4815, 2.2353, -3.2350)  0.025
C (-0.6165, 2.5870, -4.6130)  -0.317
C (-2.0920, 2.6443, -4.9916)  -0.011
C (0.0832, 3.9402, -4.8390)  -0.178
O (-0.6093, 5.0463, -4.3277)  -0.184
C (-0.4516, 5.2438, -2.9360)  -0.106
C (-0.2457, 1.6401, -0.4093)  -0.134
N (-0.4007, 2.9387, -0.3370)  0.194
C (-0.3773, 3.4588, 0.9128)  -0.207
C (-0.5337, 4.8504, 1.0683)  -0.019
C (-0.5136, 5.4135, 2.3144)  -0.089
C (-0.3378, 4.6178, 3.4570)  -0.093
C (-0.1827, 3.2632, 3.3434)  -0.032
C (-0.1976, 2.6531, 2.0772)  -0.213
N (-0.0376, 1.3041, 1.9942)  0.203
C (-0.0650, 0.8399, 0.7806)  -0.200
H (2.3737, -4.0089, 1.9751)  0.053
H (3.8628, -4.3753, 2.8490)  0.071
H (2.3934, -3.9802, 3.7403)  0.076
H (2.8451, -6.4314, 3.7681)  0.104
H (2.8218, -6.4607, 2.0052)  0.107
H (0.7060, -7.2601, 3.1010)  0.112
H (0.4526, -5.6400, 3.7443)  0.106
H (0.7111, -6.2820, 0.7661)  0.127
H (-0.8419, -6.2692, 1.6393)  0.121
H (-0.3070, -3.5557, 3.1250)  0.122
H (-1.7135, -4.2683, 2.2924)  0.129
H (-1.7636, -1.8150, 2.0679)  0.123
H (-1.4850, -2.5645, 0.4892)  0.115
H (1.0348, -2.2413, 0.9346)  0.118
H (0.5615, -1.1630, 2.2704)  0.130
H (0.3100, -2.5582, -1.2155)  0.109
H (0.0390, -1.5655, -2.6535)  0.100
H (-0.1046, 1.8200, -5.2106)  0.146
H (-2.5630, 1.6850, -4.7909)  0.084
H (-2.5869, 3.4179, -4.4107)  0.085
H (-2.1901, 2.8770, -6.0480)  0.088
H (1.0973, 3.8897, -4.4166)  0.133
H (0.1532, 4.1084, -5.9177)  0.132
H (0.5975, 5.4560, -2.6945)  0.093
H (-0.7747, 4.3778, -2.3535)  0.056
H (-1.0616, 6.1115, -2.6896)  0.088
H (-0.6662, 5.4430, 0.1764)  0.103
H (-0.6333, 6.4810, 2.4281)  0.100
H (-0.3252, 5.0847, 4.4310)  0.099
H (-0.0453, 2.6323, 4.2083)  0.107

Bottom line: iii, by a margin of 0.339 eV.